Density functional theory data (ωB97M-V with the def2-TZVPD basis set) for an isolated molecule of C21H17ClF2N6O3 at a distorted geometry.

```
50
Properties=species:S:1:pos:R:3:forces:R:3:nbo_charge:R:1
F 6.1878 1.8871 -5.9687 1.3965 -0.0482 -0.7141 -0.299
N -0.9332 1.5560 0.5701 0.6687 1.2648 0.3050 -0.305
C -2.7503 -3.2413 2.2282 -1.9341 0.9914 3.8211 0.113
C -4.0212 -4.1720 2.5340 0.5613 0.6701 -1.7161 -0.415
H 1.2965 0.4803 -2.8190 0.6120 0.8149 -0.1399 0.417
O -1.4169 -1.9326 0.3126 -1.4364 1.6805 -1.0797 -0.569
C 4.7433 0.5692 -4.6457 -0.7806 0.2812 -0.7626 -0.255
C 0.3616 2.7521 2.1569 0.2011 1.1961 0.9184 -0.410
C -0.7369 -3.4877 3.9162 0.4675 -1.2218 0.2112 -0.087
H 2.0654 2.3606 0.9811 -0.1131 0.6542 -0.7337 0.231
C -1.9536 -2.9362 3.5707 2.5020 0.5696 0.8753 0.052
C -2.8011 -0.0227 0.1291 -4.2591 4.9573 0.6684 0.467
O 0.9557 3.6067 -2.5830 0.7805 -0.3800 -0.2001 -0.591
C -1.7011 0.8140 -0.3261 2.1331 0.4981 -0.2895 0.007
H 2.5856 3.7043 -4.2115 -1.3168 1.5259 0.4433 0.260
F 4.7513 4.1086 -5.5271 -0.2933 -0.6608 0.1965 -0.307
H -4.0702 -1.6422 1.8557 -1.1390 0.5701 0.4583 0.409
N -0.2783 -2.9348 5.1269 -1.0365 -1.2830 -3.9396 -0.355
C -2.8127 -4.6259 1.6493 -0.6001 0.4551 2.7807 -0.396
C 3.1188 2.8306 -4.3229 2.3486 -1.5155 -0.9851 -0.287
C 0.9317 2.4029 -2.3847 -0.8710 0.4281 0.3233 0.673
H 5.2494 -0.3624 -4.7535 0.9697 -0.1155 -0.3292 0.231
C 2.7426 1.5837 -3.8085 0.7359 0.5767 -0.8568 0.148
H 1.2649 3.9622 0.3945 -0.0227 -1.2125 0.8170 0.254
H 0.2138 3.7747 2.5413 0.0842 -0.7006 0.5886 0.228
C 0.1785 2.1425 -0.0023 -1.8286 -1.3300 -3.4919 0.192
H -0.2011 -4.3082 3.3989 -0.2343 0.7748 0.6194 0.222
C 3.5265 0.4557 -4.0107 0.7877 1.5736 0.1155 -0.232
H 1.0233 2.1170 2.7843 -0.7807 0.7573 0.1082 0.220
C 5.1099 1.7754 -5.2343 -1.1731 0.3517 0.9007 0.304
C 4.3324 2.9223 -5.0324 -0.6499 -0.9082 0.5184 0.354
N 1.6320 1.4318 -3.0298 -1.4448 -0.7579 0.6646 -0.592
H -0.9916 1.1241 2.4862 -0.2563 -0.2814 1.2735 0.207
C 0.0519 1.8529 -1.3339 -1.0629 -1.7528 -1.6403 -0.205
H -1.9293 2.6029 2.2412 0.7928 -0.1305 -0.6389 0.220
C -1.1312 0.9102 -1.5748 1.9269 1.3911 1.9336 -0.058
N -3.2385 -2.0362 1.5153 0.6468 -0.5069 -0.8519 -0.570
H -4.9291 -3.7208 2.0710 0.8319 -0.8014 0.0703 0.215
C -2.5208 -1.3852 0.5415 3.2946 -4.7906 2.6105 0.544
H -2.2186 -5.3931 2.1824 -0.1957 0.6766 -0.5744 0.231
H 3.3242 -0.4348 -3.4912 -0.5526 -1.1028 0.3835 0.210
N -1.0872 -1.9278 5.4493 -2.0275 -0.8815 -0.7709 -0.034
O -3.8675 0.6355 0.3476 2.5870 -3.2593 -0.2919 -0.448
H 0.6259 -3.2181 5.4843 -0.3025 0.8273 0.5765 0.422
C 1.1289 2.9235 0.8246 -1.0014 -0.4827 -0.2020 -0.442
C -1.0043 2.0509 1.9517 -0.4081 -1.1522 0.2721 -0.214
H -4.2648 -4.7081 3.4676 0.8309 0.6105 -0.4347 0.234
N -2.1229 -1.9734 4.6166 0.4371 0.4165 -0.7028 -0.254
H -2.8437 -4.7088 0.6119 -0.2773 -0.1605 -1.5171 0.238
Cl -1.5759 -0.1658 -2.8808 0.4013 0.9232 0.4092 0.023
```
Positions in Å, forces in eV/Å.

2S+1: 1
SMILES: O=C(NC1(c2c[nH]nn2)CC1)C(=O)c1c(Cl)c(C(=O)Nc2ccc(F)c(F)c2)c2n1CCC2
Energy relative to the best compared isomer or geometry (same formula, charge and spin), kcal/mol: 0.00
Kohn-Sham gap, eV: 7.2
E, eV: -55088.297